The following is a DFT calculation (ωB97M-V/def2-TZVPD) of 3 unconnected molecules or ions with the total composition C4H13NO3 in a non-equilibrium geometry.

XYZ file:
```
21
Properties=species:S:1:pos:R:3:forces:R:3:mulliken_charge:R:1
C 0.89340 -0.55020 -2.23803 0.23 -0.07 0.33 -1.399
C 0.22283 -0.14091 -0.90939 0.00 -0.91 -0.24 0.940
C 1.08071 0.86518 -0.15456 0.09 0.56 0.11 -1.446
C -1.19237 0.39121 -1.09364 -0.04 1.13 0.65 0.154
N -1.25710 1.67229 -1.62181 -0.27 0.34 -0.94 -0.410
O -2.17885 -0.11871 -0.60854 0.25 -0.35 -0.27 -0.597
H 1.52240 -1.43460 -2.11522 -0.21 -0.06 0.06 0.373
H 0.21102 -0.72381 -3.06846 -0.11 -0.04 0.09 0.350
H 1.58603 0.23201 -2.50233 0.18 0.41 -0.48 0.341
H 0.07990 -1.02923 -0.30254 -0.07 -0.15 0.12 0.174
H 1.37889 1.63901 -0.85181 -0.05 0.42 -0.06 0.335
H 2.02493 0.52312 0.27491 -0.15 -0.65 -0.18 0.361
H 0.52693 1.33689 0.65265 -0.13 0.05 0.08 0.350
H -0.67943 1.96026 -2.40159 0.49 -0.35 0.37 0.218
H -2.17938 2.05760 -1.77202 -0.20 -0.38 0.35 0.257
O 2.99421 0.45846 3.17083 0.49 -0.26 0.60 -0.628
H 2.41809 -0.19312 2.76868 -0.18 0.30 -0.28 0.315
H 2.91905 1.30120 2.72553 -0.32 -0.03 -0.32 0.324
O -1.37972 -2.25501 2.39907 -0.30 0.15 -0.02 -0.627
H -1.48539 -2.72546 1.56419 0.17 0.08 0.14 0.311
H -0.50073 -2.43484 2.73352 0.14 -0.21 -0.11 0.305
```
Positions in Å, forces in eV/Å.

Its spin multiplicity is 1. The SMILES is CC(C)C(N)=O.O.O. The gap between HOMO and LUMO comes out at 10.37 eV. For the highest occupied orbital energy, the calculation gives -9.9 eV. The net charge is 0.